A molecular structure, C3H10N2O2 at a distorted geometry, computed with ωB97M-V with the def2-TZVPD basis set.

Values from the calculation:
Energy relative to the best compared isomer or geometry (same formula, charge and spin): 8.590 eV
LUMO energy (spin up / spin down): 0.791 / -0.236 eV
Highest occupied orbital energy (spin up / spin down): -8.46 / -6.77 eV
Orbital gap (spin up / spin down): 9.255 / 6.538 eV
Maximum force: 1.829 eV/A

Geometry (Å):
C: 0.607 0.422 0.478
C: -2.149 0.302 0.689
C: -1.170 -0.119 -1.546
N: -0.993 0.283 -0.173
N: 3.117 -0.594 0.202
O: 0.243 -0.838 0.564
O: 2.242 -0.401 1.265
H: 3.655 -1.438 0.387
H: 3.765 0.193 0.166
H: 0.484 1.099 1.323
H: 1.184 0.780 -0.375
H: -2.814 1.123 0.391
H: -2.709 -0.637 0.637
H: -1.830 0.470 1.717
H: -1.688 0.675 -2.098
H: -1.753 -1.042 -1.626
H: -0.191 -0.276 -2.001



C6H8N2O in the gas phase at a distorted geometry, computed with ωB97M-V with the def2-TZVPD basis set.

Values from the calculation:
SMILES: CC(=O)Nc1ccc[nH]1
Energy relative to the best compared isomer or geometry (same formula, charge and spin): 2.160 eV
LUMO energy: 0.707 eV
Highest occupied orbital energy: -8.10 eV
Orbital gap: 8.805 eV
Maximum force: 9.030 eV/A

Geometry (Å):
C: -3.079 -0.328 -0.099
C: -1.735 0.266 0.025
C: 0.685 -0.277 -0.024
C: 1.758 -1.038 -0.030
C: 2.936 -0.179 -0.029
C: 2.440 1.071 -0.043
H: -2.984 -1.285 -0.402
H: -3.769 0.300 -0.811
H: -3.322 -0.477 1.112
H: -0.936 -1.366 0.207
H: 1.886 -2.233 0.068
H: 4.074 -0.532 0.307
H: 2.839 2.152 -0.077
H: 0.461 1.856 -0.201
N: -0.686 -0.562 -0.050
N: 1.049 1.108 -0.057
O: -1.616 1.523 0.104



A molecular structure, C24H34BCl3N6O3PdS3 at a distorted geometry, computed with ωB97M-V with the def2-TZVPD basis set.

Values from the calculation:
Energy relative to the best compared isomer or geometry (same formula, charge and spin): 2.441 eV
LUMO energy (spin up / spin down): -1.047 / -1.049 eV
Highest occupied orbital energy (spin up / spin down): -7.14 / -7.14 eV
Orbital gap (spin up / spin down): 6.097 / 6.095 eV
Maximum force: 3.243 eV/A

Geometry (Å):
Pd: 0.045 0.074 -0.202
C: 2.285 4.961 -1.438
C: 2.091 5.067 0.079
C: 3.263 4.470 0.866
C: 2.020 6.556 0.419
N: 0.800 4.424 0.499
C: -0.222 5.141 1.092
C: -1.216 4.284 1.344
N: -0.852 3.010 0.928
B: -2.013 1.964 1.206
N: -1.775 0.962 2.398
C: -2.831 0.644 3.232
C: -2.375 -0.125 4.233
N: -1.012 -0.282 4.046
C: -0.666 0.381 2.904
S: 0.890 0.518 2.214
C: -0.108 -0.985 5.011
C: 0.502 -2.216 4.342
C: -0.937 -1.431 6.213
C: 0.971 -0.022 5.520
N: -2.697 1.189 -0.003
C: -3.935 0.617 0.220
C: -4.435 0.206 -0.950
N: -3.508 0.511 -1.938
C: -2.451 1.135 -1.338
S: -1.034 1.802 -2.021
C: -3.867 0.242 -3.368
C: -4.865 1.321 -3.793
C: -2.686 0.235 -4.335
C: -4.515 -1.147 -3.421
C: 0.406 3.113 0.401
S: 1.449 1.934 -0.309
H: 3.152 5.557 -1.728
H: 1.404 5.349 -1.954
H: 2.446 3.941 -1.768
H: 4.172 5.022 0.623
H: 3.427 3.423 0.635
H: 3.077 4.557 1.939
H: 2.964 7.011 0.120
H: 1.892 6.724 1.490
H: 1.219 7.056 -0.127
H: -0.178 6.196 1.276
H: -2.166 4.481 1.802
H: -2.908 2.646 1.623
H: -3.825 1.018 3.073
H: -2.913 -0.579 5.043
H: -0.272 -2.953 4.131
H: 1.240 -2.667 5.009
H: 0.999 -1.957 3.408
H: -1.689 -2.173 5.935
H: -1.426 -0.584 6.700
H: -0.264 -1.893 6.934
H: 1.678 0.236 4.738
H: 1.519 -0.500 6.333
H: 0.515 0.897 5.895
H: -4.369 0.524 1.197
H: -5.365 -0.288 -1.161
H: -4.399 2.306 -3.737
H: -5.747 1.317 -3.150
H: -5.185 1.144 -4.822
H: -2.258 1.222 -4.455
H: -3.050 -0.105 -5.306
H: -1.906 -0.444 -3.998
H: -5.512 -1.161 -2.979
H: -3.891 -1.881 -2.909
H: -4.616 -1.450 -4.463
Cl: 0.323 -4.830 1.684
C: -0.984 -3.831 1.050
Cl: -2.294 -3.742 2.244
Cl: -1.607 -4.574 -0.441
C: -0.505 -2.387 0.657
O: 0.702 -2.187 0.521
O: -1.436 -1.561 0.460
O: -0.179 -1.574 -2.448
C: 0.650 -0.903 -2.051



A molecular structure, C27H27AuN3O2Te, computed with ωB97M-V with the def2-TZVPD basis set.

Values from the calculation:
Energy relative to the best compared isomer or geometry (same formula, charge and spin): 0.000 eV
LUMO energy (spin up / spin down): -3.488 / -4.789 eV
Charge: +1
Spin multiplicity: 3
Highest occupied orbital energy (spin up / spin down): -10.31 / -11.15 eV
Orbital gap (spin up / spin down): 6.825 / 6.360 eV
Maximum force: 0.578 eV/A

Geometry (Å):
Au: -0.066 -0.355 1.091
C: 3.101 -1.943 0.870
C: 3.272 -0.458 0.841
C: 4.523 0.138 0.970
C: 4.623 1.514 0.960
C: 3.475 2.276 0.799
C: 2.263 1.620 0.651
N: 2.174 0.287 0.684
C: 0.992 2.372 0.391
C: 1.002 3.737 0.144
C: -0.183 4.371 -0.178
C: -1.338 3.624 -0.293
C: -1.300 2.259 -0.033
N: -0.153 1.671 0.345
C: -2.521 1.413 -0.239
C: -3.784 1.978 -0.371
C: -4.850 1.132 -0.637
C: -4.627 -0.227 -0.754
C: -3.336 -0.719 -0.581
C: -3.023 -2.182 -0.657
N: -2.316 0.103 -0.330
H: 4.036 -2.437 1.123
H: 2.777 -2.302 -0.109
H: 2.343 -2.220 1.601
H: 5.399 -0.483 1.087
H: 5.585 1.996 1.077
H: 3.539 3.351 0.797
H: 1.921 4.298 0.177
H: -0.198 5.434 -0.374
H: -2.254 4.093 -0.612
H: -3.950 3.038 -0.260
H: -5.847 1.535 -0.748
H: -5.440 -0.907 -0.966
H: -3.922 -2.775 -0.806
H: -2.539 -2.521 0.260
H: -2.338 -2.375 -1.483
C: 1.949 -0.201 8.022
C: 1.021 -0.283 6.845
C: 0.239 -1.409 6.628
C: -0.628 -1.505 5.546
C: -1.443 -2.753 5.360
C: -0.688 -0.421 4.658
Te: -1.996 -0.601 3.053
C: 0.084 0.733 4.845
C: 0.020 1.929 3.941
C: 0.927 0.775 5.947
H: 1.952 -1.130 8.588
H: 1.658 0.604 8.697
H: 2.971 0.001 7.697
H: 0.306 -2.243 7.316
H: -1.232 -3.461 6.159
H: -1.235 -3.245 4.407
H: -2.516 -2.540 5.394
H: -0.234 1.661 2.912
H: 0.982 2.442 3.921
H: -0.727 2.647 4.286
H: 1.532 1.660 6.107
O: -0.712 -4.355 1.659
C: -0.178 -3.365 1.234
O: -0.050 -2.252 1.938
H: 0.194 -3.294 0.194



2 unconnected molecules or ions with the total composition CHClFNO2 at a distorted geometry, computed with ωB97M-V with the def2-TZVPD basis set.

Values from the calculation:
Energy relative to the best compared isomer or geometry (same formula, charge and spin): 4.365 eV
LUMO energy (spin up / spin down): -2.201 / -0.370 eV
Highest occupied orbital energy (spin up / spin down): -11.34 / -9.91 eV
Orbital gap (spin up / spin down): 9.137 / 9.538 eV
Maximum force: 1.381 eV/A

Geometry (Å):
C: -0.432 -0.521 0.272
N: -0.201 0.683 -0.477
O: 0.019 1.728 0.112
O: -0.258 0.569 -1.695
F: -0.568 -0.430 1.591
Cl: -0.954 -1.935 -0.475
H: 2.393 -0.094 0.672